{
  "formula": "C26H83N3O14",
  "method": "ωB97M-V with the def2-TZVPD basis set",
  "e_homo_ev": -8.89,
  "e_tot_ev": -61437.6080,
  "charge": 0,
  "fmax_ev_per_a": 3.66,
  "species": ["C", "C", "O", "H", "H", "H", "H", "H", "H", "C", "C", "O", "H", "H", "H", "H", "H", "H", "C", "C", "O", "H", "H", "H", "H", "H", "H", "C", "C", "O", "H", "H", "H", "H", "H", "H", "C", "C", "O", "H", "H", "H", "H", "H", "H", "C", "C", "O", "H", "H", "H", "H", "H", "H", "C", "C", "O", "H", "H", "H", "H", "H", "H", "O", "H", "H", "O", "H", "H", "O", "H", "H", "O", "H", "H", "C", "C", "C", "O", "C", "N", "H", "H", "H", "H", "H", "H", "H", "H", "H", "H", "H", "C", "C", "C", "O", "C", "N", "H", "H", "H", "H", "H", "H", "H", "H", "H", "H", "H", "C", "C", "C", "O", "C", "N", "H", "H", "H", "H", "H", "H", "H", "H", "H", "H", "H"],
  "coordinates": [[-4.838, -1.106, -5.493], [-3.531, -0.415, -4.996], [-2.597, -1.382, -4.506], [-4.863, -2.153, -5.192], [-4.922, -1.123, -6.580], [-5.769, -0.699, -5.099], [-3.735, 0.310, -4.208], [-2.974, 0.259, -5.646], [-2.101, -1.850, -5.181], [-4.700, 1.241, -0.959], [-3.320, 0.664, -1.021], [-3.388, -0.557, -1.739], [-5.383, 0.573, -0.435], [-5.094, 1.481, -1.947], [-4.725, 2.123, -0.319], [-2.994, 0.604, 0.018], [-2.536, 1.293, -1.442], [-2.496, -0.763, -2.027], [3.257, -5.047, -1.134], [4.327, -5.337, -2.224], [5.616, -5.312, -1.647], [3.309, -4.080, -0.635], [3.184, -5.751, -0.304], [2.255, -5.077, -1.561], [4.434, -4.450, -2.848], [4.123, -6.103, -2.971], [5.863, -4.388, -1.730], [-0.641, 5.150, -1.344], [0.852, 4.852, -1.006], [1.537, 5.969, -0.768], [-1.132, 5.774, -0.598], [-1.275, 4.266, -1.275], [-0.665, 5.575, -2.348], [1.374, 4.348, -1.820], [0.919, 4.248, -0.101], [1.290, 6.247, 0.117], [3.971, -2.885, -5.134], [3.711, -1.318, -5.101], [2.407, -1.010, -5.528], [4.959, -3.067, -4.712], [3.786, -3.317, -6.118], [3.279, -3.416, -4.480], [4.481, -0.953, -5.780], [3.949, -1.029, -4.077], [2.408, -0.110, -5.862], [2.553, 4.366, 3.237], [1.949, 5.752, 3.472], [1.441, 6.317, 2.285], [2.665, 3.651, 4.052], [3.533, 4.507, 2.782], [1.986, 3.775, 2.517], [2.601, 6.528, 3.872], [1.124, 5.772, 4.184], [1.082, 7.183, 2.492], [3.867, -2.826, 2.448], [5.093, -2.217, 1.766], [4.880, -0.847, 1.372], [2.948, -3.157, 1.964], [3.520, -2.003, 3.073], [4.156, -3.562, 3.197], [5.455, -2.695, 0.856], [5.893, -2.180, 2.505], [4.694, -0.850, 0.430], [4.647, -0.034, -1.447], [3.767, 0.218, -1.167], [5.167, 0.764, -1.351], [-3.311, -3.798, -2.285], [-3.235, -3.513, -3.196], [-2.929, -3.082, -1.777], [4.982, 2.921, -0.586], [4.808, 3.031, 0.349], [5.240, 3.792, -0.886], [0.385, -2.647, -4.513], [-0.191, -2.782, -5.266], [1.096, -2.101, -4.849], [-6.664, -1.791, 4.010], [-5.100, -1.648, 4.243], [-4.188, -1.876, 3.004], [-2.806, -1.661, 3.314], [-1.972, -1.662, 2.180], [-4.800, -0.311, 4.798], [-6.970, -2.836, 3.971], [-6.998, -1.328, 3.081], [-7.264, -1.376, 4.820], [-4.739, -2.397, 4.948], [-4.508, -1.111, 2.297], [-4.362, -2.884, 2.626], [-1.282, -2.505, 2.156], [-1.257, -0.840, 2.159], [-2.532, -1.721, 1.246], [-5.173, 0.357, 4.139], [-3.791, -0.263, 4.772], [0.707, -2.233, -0.005], [0.169, -1.085, -0.936], [1.313, -0.287, -1.656], [2.170, 0.322, -0.715], [1.556, 1.178, 0.203], [-0.656, -1.564, -1.921], [-0.198, -2.789, 0.238], [1.254, -1.852, 0.857], [1.433, -2.892, -0.479], [-0.411, -0.344, -0.387], [0.853, 0.430, -2.336], [1.773, -1.047, -2.288], [0.761, 1.787, -0.227], [2.341, 1.871, 0.506], [1.222, 0.647, 1.094], [-0.251, -2.178, -2.613], [-0.926, -0.735, -2.431], [-2.823, 2.122, 2.730], [-1.888, 2.287, 3.896], [-0.368, 2.496, 3.594], [0.360, 1.348, 3.105], [0.566, 0.400, 4.128], [-2.366, 3.435, 4.675], [-2.787, 1.100, 2.352], [-2.395, 2.753, 1.952], [-3.882, 2.293, 2.922], [-1.972, 1.505, 4.651], [0.149, 2.916, 4.457], [-0.360, 3.324, 2.885], [-0.380, -0.020, 4.468], [1.271, 0.566, 4.943], [1.018, -0.402, 3.544], [-1.660, 3.828, 5.280], [-2.663, 4.110, 3.984]]
}

{
  "formula": "C27H14BrF5N3O7Pd",
  "method": "ωB97M-V with the def2-TZVPD basis set",
  "e_homo_ev": -5.56,
  "e_above_lowest_ev": 0.351,
  "e_tot_ev": -134141.2443,
  "charge": -1,
  "fmax_ev_per_a": 0.68,
  "species": ["Pd", "C", "O", "C", "C", "C", "Br", "C", "C", "C", "O", "C", "N", "C", "C", "C", "C", "C", "C", "N", "H", "H", "H", "H", "H", "H", "H", "H", "H", "H", "H", "O", "C", "O", "C", "C", "C", "N", "C", "C", "C", "O", "O", "H", "H", "H", "F", "C", "C", "F", "C", "F", "C", "O", "C", "F", "C", "F"],
  "coordinates": [[-1.572, 1.032, 0.233], [0.504, 2.588, 2.281], [0.483, 1.370, 1.537], [1.680, 0.810, 1.209], [2.898, 1.215, 1.715], [4.055, 0.554, 1.307], [5.723, 1.114, 2.006], [4.009, -0.482, 0.408], [2.775, -0.891, -0.112], [1.606, -0.247, 0.287], [0.387, -0.567, -0.160], [2.670, -1.973, -1.089], [1.542, -2.318, -1.660], [1.854, -3.366, -2.511], [1.035, -4.110, -3.356], [1.625, -5.114, -4.097], [3.000, -5.381, -4.005], [3.825, -4.652, -3.170], [3.223, -3.642, -2.430], [3.721, -2.736, -1.512], [0.949, 2.424, 3.264], [-0.534, 2.885, 2.390], [1.054, 3.355, 1.732], [2.968, 2.035, 2.412], [4.928, -0.962, 0.107], [0.479, -1.255, -0.873], [-0.024, -3.899, -3.420], [1.017, -5.712, -4.763], [3.423, -6.179, -4.601], [4.884, -4.861, -3.101], [4.672, -2.661, -1.202], [-3.164, -3.342, 5.360], [-3.998, -2.711, 4.684], [-5.237, -2.675, 4.739], [-3.375, -1.820, 3.578], [-1.994, -1.738, 3.442], [-1.440, -0.942, 2.463], [-2.206, -0.237, 1.623], [-3.543, -0.311, 1.731], [-4.155, -1.086, 2.695], [-4.281, 0.507, 0.701], [-5.488, 0.565, 0.668], [-3.497, 1.124, -0.149], [-1.380, -2.316, 4.120], [-0.373, -0.860, 2.330], [-5.234, -1.119, 2.758], [-2.311, 7.485, -2.146], [-1.980, 6.208, -1.892], [-2.205, 5.654, -0.648], [-2.748, 6.398, 0.324], [-1.859, 4.339, -0.389], [-2.068, 3.880, 0.861], [-1.282, 3.504, -1.355], [-0.911, 2.263, -1.174], [-1.062, 4.110, -2.606], [-0.501, 3.388, -3.587], [-1.400, 5.421, -2.872], [-1.168, 5.938, -4.086]]
}

{
  "formula": "C27H19BrN2O8PTl",
  "method": "ωB97M-V with the def2-TZVPD basis set",
  "e_homo_ev": -3.12,
  "e_above_lowest_ev": 0.000,
  "e_tot_ev": -131694.1162,
  "charge": -2,
  "fmax_ev_per_a": 0.60,
  "species": ["Tl", "O", "C", "O", "C", "P", "C", "C", "C", "C", "C", "C", "C", "C", "C", "C", "C", "C", "H", "H", "H", "H", "H", "H", "H", "H", "H", "H", "H", "H", "O", "C", "C", "C", "C", "C", "C", "C", "O", "N", "O", "O", "H", "H", "H", "H", "Br", "C", "C", "N", "C", "C", "C", "C", "O", "O", "H", "H", "H"],
  "coordinates": [[1.036, -0.484, -2.597], [4.762, 0.744, 0.169], [3.724, 0.158, -0.188], [3.295, -0.052, -1.356], [2.815, -0.368, 0.952], [1.011, -0.207, 0.608], [0.734, 1.592, 0.889], [-0.576, 2.035, 1.086], [-0.854, 3.377, 1.294], [0.176, 4.308, 1.284], [1.478, 3.885, 1.057], [1.759, 2.538, 0.855], [0.450, -0.858, 2.259], [0.394, -0.132, 3.450], [0.109, -0.764, 4.655], [-0.123, -2.134, 4.696], [-0.085, -2.865, 3.517], [0.192, -2.230, 2.314], [3.086, 0.086, 1.904], [2.998, -1.445, 1.020], [-1.384, 1.310, 1.081], [-1.878, 3.701, 1.443], [-0.042, 5.360, 1.431], [2.286, 4.609, 1.030], [2.782, 2.227, 0.675], [0.584, 0.933, 3.444], [0.080, -0.179, 5.568], [-0.330, -2.626, 5.640], [-0.273, -3.933, 3.534], [0.200, -2.792, 1.383], [-1.682, 0.186, -2.039], [-2.412, 1.154, -1.994], [-2.089, 2.554, -2.235], [-3.129, 3.452, -2.105], [-2.948, 4.815, -2.284], [-1.650, 5.313, -2.583], [-0.605, 4.463, -2.708], [-0.741, 3.016, -2.578], [0.226, 2.267, -2.764], [-4.049, 5.703, -2.166], [-5.151, 5.257, -1.839], [-3.876, 6.902, -2.397], [-3.486, 1.003, -1.735], [-4.119, 3.087, -1.857], [-1.528, 6.382, -2.693], [0.393, 4.829, -2.918], [1.194, -7.340, 1.845], [0.869, -6.833, 0.036], [0.677, -7.821, -0.914], [0.443, -7.529, -2.192], [0.406, -6.239, -2.541], [0.581, -5.188, -1.650], [0.817, -5.500, -0.320], [0.537, -3.720, -2.107], [0.693, -3.534, -3.328], [0.341, -2.883, -1.190], [0.709, -8.870, -0.644], [0.227, -6.022, -3.587], [0.947, -4.696, 0.391]]
}

Copy entry 3 word for word.
{
  "formula": "C27H19BrN2O8PTl",
  "method": "ωB97M-V with the def2-TZVPD basis set",
  "e_homo_ev": -3.12,
  "e_above_lowest_ev": 0.000,
  "e_tot_ev": -131694.1162,
  "charge": -2,
  "fmax_ev_per_a": 0.60,
  "species": ["Tl", "O", "C", "O", "C", "P", "C", "C", "C", "C", "C", "C", "C", "C", "C", "C", "C", "C", "H", "H", "H", "H", "H", "H", "H", "H", "H", "H", "H", "H", "O", "C", "C", "C", "C", "C", "C", "C", "O", "N", "O", "O", "H", "H", "H", "H", "Br", "C", "C", "N", "C", "C", "C", "C", "O", "O", "H", "H", "H"],
  "coordinates": [[1.036, -0.484, -2.597], [4.762, 0.744, 0.169], [3.724, 0.158, -0.188], [3.295, -0.052, -1.356], [2.815, -0.368, 0.952], [1.011, -0.207, 0.608], [0.734, 1.592, 0.889], [-0.576, 2.035, 1.086], [-0.854, 3.377, 1.294], [0.176, 4.308, 1.284], [1.478, 3.885, 1.057], [1.759, 2.538, 0.855], [0.450, -0.858, 2.259], [0.394, -0.132, 3.450], [0.109, -0.764, 4.655], [-0.123, -2.134, 4.696], [-0.085, -2.865, 3.517], [0.192, -2.230, 2.314], [3.086, 0.086, 1.904], [2.998, -1.445, 1.020], [-1.384, 1.310, 1.081], [-1.878, 3.701, 1.443], [-0.042, 5.360, 1.431], [2.286, 4.609, 1.030], [2.782, 2.227, 0.675], [0.584, 0.933, 3.444], [0.080, -0.179, 5.568], [-0.330, -2.626, 5.640], [-0.273, -3.933, 3.534], [0.200, -2.792, 1.383], [-1.682, 0.186, -2.039], [-2.412, 1.154, -1.994], [-2.089, 2.554, -2.235], [-3.129, 3.452, -2.105], [-2.948, 4.815, -2.284], [-1.650, 5.313, -2.583], [-0.605, 4.463, -2.708], [-0.741, 3.016, -2.578], [0.226, 2.267, -2.764], [-4.049, 5.703, -2.166], [-5.151, 5.257, -1.839], [-3.876, 6.902, -2.397], [-3.486, 1.003, -1.735], [-4.119, 3.087, -1.857], [-1.528, 6.382, -2.693], [0.393, 4.829, -2.918], [1.194, -7.340, 1.845], [0.869, -6.833, 0.036], [0.677, -7.821, -0.914], [0.443, -7.529, -2.192], [0.406, -6.239, -2.541], [0.581, -5.188, -1.650], [0.817, -5.500, -0.320], [0.537, -3.720, -2.107], [0.693, -3.534, -3.328], [0.341, -2.883, -1.190], [0.709, -8.870, -0.644], [0.227, -6.022, -3.587], [0.947, -4.696, 0.391]]
}